Computed, not measured: a molecular structure, C5H7O3Pt in a non-equilibrium geometry, with ωB97M-V/def2-TZVPD.

XYZ file:
```
16
Properties=species:S:1:pos:R:3:forces:R:3:lowdin_charge:R:1
H -1.45124 0.99999 1.21789 0.393 -0.140 -0.304 0.149
C -0.09387 -4.08198 -0.02352 0.179 -0.052 -0.005 0.082
H -1.73935 2.13100 -1.29695 -0.322 0.046 0.342 0.114
O 2.03237 0.68250 -1.28535 -0.060 -0.225 -0.273 0.320
C -1.57319 2.57494 -0.30824 0.728 1.040 -0.313 -0.031
Pt 5.09883 2.89821 -1.82557 0.248 0.078 -0.081 0.874
H 0.01072 2.09360 1.13022 -0.273 -0.212 0.013 0.145
H -0.91289 3.44728 -0.42956 -0.555 -0.027 -0.302 0.102
C 0.97741 0.63193 -0.86658 -0.440 0.471 0.848 -0.183
H -2.51760 2.91194 0.13429 0.155 -0.260 -0.095 0.121
C -0.83836 1.65895 0.59631 -0.511 0.128 0.794 0.019
O -0.10462 0.60468 -0.37308 0.710 -0.536 -0.681 0.156
H 0.17136 -4.56990 -0.96011 -0.092 0.082 0.271 0.093
O -0.98338 -1.77053 -0.07103 0.327 -0.631 0.010 0.160
H 0.00530 -4.58779 0.93726 -0.035 0.130 -0.306 0.096
C -0.54602 -2.85211 -0.05234 -0.453 0.109 0.083 -0.217
```
Forces are in eV/Å.

2S+1 ... 4
Energy above the lowest of the compared OMol25 structures with the same formula, charge and spin ... 0.0 kcal/mol
HOMO-LUMO gap (alpha / beta) ... 7.72 / 1.71 eV
Lowest unoccupied orbital energy (alpha / beta) ... -7.620 / -12.586 eV
Charge ... +2



Computed, not measured: a molecular structure, C5H7O3Rh in a non-equilibrium geometry, with ωB97M-V/def2-TZVPD.

XYZ file:
```
16
Properties=species:S:1:pos:R:3:forces:R:3:lowdin_charge:R:1
H 6.45064 0.86075 0.70530 -0.009 0.192 -0.220 0.123
C 1.96067 3.98252 -2.25642 -0.245 -0.449 -0.231 0.178
Rh 6.09749 4.68591 -0.07078 2.399 3.281 -0.675 1.432
H 0.00009 2.59951 -0.20700 -0.353 0.111 -1.238 0.163
O 4.26374 4.15719 0.21894 -1.160 1.777 0.715 -0.090
C 0.74627 3.62400 -1.88488 0.675 0.176 0.589 0.056
H 2.31597 4.99837 -2.06329 -0.194 -0.164 -0.039 0.127
H 5.63352 0.82658 -0.86235 0.102 0.582 -0.022 0.120
H -0.84647 4.13041 -0.65181 -0.791 -0.137 -0.814 0.146
C 6.34810 1.38820 -0.25039 0.367 -0.958 0.716 0.052
H 2.65015 3.24675 -2.67996 -0.254 0.199 -0.280 0.127
C 4.54677 2.94808 0.51455 -3.052 -5.206 -1.221 -0.694
O 5.86455 2.74105 0.06115 0.548 -1.653 0.401 -0.243
H 7.33652 1.49652 -0.70516 -0.393 0.123 -0.032 0.115
C -0.21576 3.32784 -1.04611 0.893 0.213 2.001 0.202
O 3.82115 2.00994 0.75400 1.466 1.915 0.348 0.186
```
Forces are in eV/Å.

2S+1 ... 5
HOMO-LUMO gap (alpha / beta) ... 9.20 / 7.92 eV
Lowest unoccupied orbital energy (alpha / beta) ... -9.022 / -10.938 eV
Charge ... +2



Computed, not measured: a molecular structure, C5H7O3Tl in a non-equilibrium geometry, with ωB97M-V/def2-TZVPD.

XYZ file:
```
16
Properties=species:S:1:pos:R:3:forces:R:3:lowdin_charge:R:1
O 1.51456 -1.34749 -0.77153 -0.479 0.649 1.006 0.088
H 1.43443 1.80154 0.76444 -0.458 -0.489 -0.618 0.122
H -0.17910 2.62024 1.19705 0.046 -0.210 -0.232 0.115
H 0.53601 1.44653 -1.71714 0.403 -1.063 1.344 0.103
C 0.42479 1.70797 1.17621 0.800 2.133 1.320 0.152
O -0.40079 -0.81302 -1.75682 0.204 7.515 1.011 -0.357
H -1.25949 1.07833 -1.01431 0.852 -0.047 0.366 0.100
C 0.30255 -1.48268 -0.79182 2.183 -1.150 1.008 -0.965
C -0.37352 0.84050 -1.61643 -1.499 -2.352 -3.173 0.099
Tl -0.84625 -2.73876 -2.52318 -1.692 -3.902 -3.033 1.168
O -0.44239 -2.39423 -0.28914 0.382 0.589 1.544 -0.166
C 0.22090 0.78908 2.14142 -1.191 -2.893 -1.133 0.007
H 0.19617 -0.80906 3.53755 -0.929 0.182 0.374 0.111
H -0.69891 0.98590 -2.65402 -0.495 0.170 0.217 0.089
C -0.11624 -0.37910 2.58647 1.361 -1.404 -1.533 0.132
H -0.31272 -1.30576 1.73125 0.511 2.272 1.533 0.203
```
Forces are in eV/Å.

2S+1 ... 2
Energy above the lowest of the compared OMol25 structures with the same formula, charge and spin ... 73.4 kcal/mol
HOMO-LUMO gap (alpha / beta) ... 8.33 / 4.01 eV
Lowest unoccupied orbital energy (alpha / beta) ... -5.015 / -9.093 eV
Charge ... +1



Computed, not measured: a molecular structure, C5H7O4Tl in a non-equilibrium geometry, with ωB97M-V/def2-TZVPD.

XYZ file:
```
17
Properties=species:S:1:pos:R:3:forces:R:3:lowdin_charge:R:1
O 0.30507 -1.44731 -0.20613 4.447 -1.296 2.584 -0.259
O -0.03607 0.32384 1.67695 2.729 -1.087 -1.604 0.245
H 2.60989 -2.09650 1.04639 -0.174 -0.384 0.851 0.204
O -1.89807 0.81051 2.63474 1.356 -0.437 -1.398 0.367
H 2.59725 0.21908 1.57054 0.220 0.306 -0.167 0.178
H 2.13830 -1.59981 -1.52840 -1.962 -1.234 0.130 0.309
H 1.15377 -3.24481 -0.58124 0.435 -0.107 -1.050 0.206
O -1.94634 0.22097 0.48023 -1.831 1.838 2.391 0.018
C 2.61075 -1.64210 0.04543 -0.044 1.955 1.311 0.054
H 2.56035 0.63847 -0.24823 0.193 0.322 0.243 0.177
H 3.56500 -1.94159 -0.40209 0.252 0.717 0.057 0.172
C -1.34373 0.46618 1.52442 -2.064 0.591 3.003 -0.473
C 1.40143 -2.18128 -0.66417 1.004 1.322 0.972 -0.049
Tl -1.24506 -0.70448 -1.08512 -4.472 0.031 -7.401 1.545
C 2.16574 0.03785 0.58075 1.168 -2.862 -0.889 0.111
C 0.73077 -0.00102 0.59074 -0.526 0.044 0.792 -0.020
H -2.86575 0.77696 2.58011 -0.730 0.281 0.174 0.215
```
Forces are in eV/Å.

2S+1 ... 2
Energy above the lowest of the compared OMol25 structures with the same formula, charge and spin ... 88.3 kcal/mol
HOMO-LUMO gap (alpha / beta) ... 5.62 / 8.37 eV
Lowest unoccupied orbital energy (alpha / beta) ... -17.797 / -16.576 eV
Charge ... +3



Computed, not measured: C5H7O6P in the gas phase in a non-equilibrium geometry, with ωB97M-V/def2-TZVPD.

XYZ file:
```
19
Properties=species:S:1:pos:R:3:forces:R:3:lowdin_charge:R:1
C 1.01810 1.07098 -0.55363 -2.508 0.357 1.470 -0.351
H -1.66713 -1.05570 0.60387 1.488 0.579 -1.292 0.153
P 1.23476 0.11943 3.22579 0.407 1.698 -1.283 0.922
O 0.79664 3.86606 1.78921 -0.446 0.118 -0.035 0.163
C -0.65888 -0.51507 0.63336 -3.549 1.253 0.196 -0.132
H 0.97959 1.85953 -1.27827 0.573 0.681 -0.448 0.149
C 0.78868 2.78397 1.38364 2.891 -3.660 -1.477 -0.053
O 1.77149 0.03431 -1.01879 2.780 -3.028 1.919 -0.032
H -1.18331 1.38066 -0.45860 -0.786 1.084 0.413 0.135
H 0.01023 -0.75566 -1.78183 -1.330 1.161 -0.180 0.128
O -0.74427 -0.02673 1.99400 -0.983 -0.715 1.397 -0.236
C 1.49310 1.56078 0.80839 -1.922 3.305 1.542 -0.217
C -0.49200 0.59084 -0.52041 1.540 -3.078 1.325 -0.272
O 1.91951 -1.11520 3.54289 0.151 -1.043 0.119 -0.411
H 2.22999 -0.51476 -0.21910 -1.694 2.204 -2.527 0.198
O 1.90992 0.55930 1.66627 -0.772 -0.019 0.664 -0.332
H 0.11707 -1.20270 0.67347 1.562 -1.407 -0.789 0.089
O -0.77110 -0.12077 -1.70021 1.369 -1.052 -0.283 -0.038
H -1.33064 -0.69721 2.47168 1.230 1.565 -0.734 0.137
```
Forces are in eV/Å.

Energy above the lowest of the compared OMol25 structures with the same formula, charge and spin ... 54.2 kcal/mol
HOMO-LUMO gap ... 8.35 eV
Lowest unoccupied orbital energy ... 0.112 eV
SMILES string ... O=C=C(OP=O)[C@@H](O)[C@@H](O)CO



Computed, not measured: a molecular structure, C5H7OP in a non-equilibrium geometry, with ωB97M-V/def2-TZVPD.

XYZ file:
```
14
Properties=species:S:1:pos:R:3:forces:R:3:lowdin_charge:R:1
H -0.31428 1.42816 -1.15284 -1.127 -0.920 0.965 0.103
P -1.15866 -0.90525 -0.32655 0.158 0.624 1.016 0.927
H -1.52844 1.58825 0.08992 -2.149 1.365 0.960 0.023
C 0.49528 1.14590 0.81427 -3.239 0.623 1.030 -0.116
H 0.24967 -2.34479 -1.44398 0.131 -0.148 -0.919 0.042
H 1.38271 1.11251 0.28888 1.870 0.149 -0.948 0.080
H 0.35140 2.06733 1.43206 0.426 -0.964 -0.345 0.138
H 0.10250 -0.74121 -2.26833 -0.468 1.672 -4.065 -0.020
C -0.02306 -1.49688 1.17848 0.136 1.638 -1.400 -0.103
O -0.45296 -0.47520 2.47620 -0.497 0.874 0.894 0.026
C -0.75310 0.98519 -0.18644 3.849 -0.593 -1.981 -0.304
H 1.17507 -0.97884 -0.94899 0.006 0.136 -0.131 0.050
C 0.23607 -1.26004 -1.43613 0.811 -2.312 4.412 -0.320
C 0.23780 -0.12513 1.48344 0.091 -2.143 0.512 -0.526
```
Forces are in eV/Å.

Energy above the lowest of the compared OMol25 structures with the same formula, charge and spin ... 103.4 kcal/mol
HOMO-LUMO gap ... 9.12 eV
Lowest unoccupied orbital energy ... 0.484 eV



Computed, not measured: a molecular structure, C5H7P in a non-equilibrium geometry, with ωB97M-V/def2-TZVPD.

XYZ file:
```
13
Properties=species:S:1:pos:R:3:forces:R:3:lowdin_charge:R:1
H -0.13623 -1.88020 1.14026 0.042 0.115 -0.005 0.100
H 1.16106 -0.69080 1.26426 -0.131 -0.005 0.071 0.088
C -0.80625 0.17645 0.86678 -0.637 0.155 0.655 -0.260
C 0.27724 -0.97851 0.68304 0.388 -0.056 0.055 -0.331
P 0.59297 0.41466 -1.23061 0.748 -0.131 0.244 0.909
C -1.20295 2.62944 0.00896 1.130 -2.130 -0.459 0.107
H 0.78208 0.87978 -2.52751 -0.270 -0.038 -0.393 -0.026
C 0.74648 -1.27143 -0.77811 -1.436 2.750 0.272 -0.320
H 0.19038 -2.01194 -1.33377 -0.211 -0.030 -0.118 0.016
H -1.79642 -0.24486 0.67114 0.098 -0.058 -0.010 0.106
H 1.67062 1.05008 -0.62738 0.138 0.126 0.139 0.003
C -0.68629 1.42172 -0.04617 0.155 -0.575 -0.379 -0.496
H -0.79270 0.50561 1.90912 -0.016 -0.122 -0.071 0.104
```
Forces are in eV/Å.

Energy above the lowest of the compared OMol25 structures with the same formula, charge and spin ... 127.1 kcal/mol
HOMO-LUMO gap (alpha / beta) ... 7.46 / 7.46 eV
Lowest unoccupied orbital energy (alpha / beta) ... -0.903 / -0.903 eV



Computed, not measured: C5H7P in the gas phase in a non-equilibrium geometry, with ωB97M-V/def2-TZVPD.

XYZ file:
```
13
Properties=species:S:1:pos:R:3:forces:R:3:lowdin_charge:R:1
P 2.19008 0.49355 -0.28988 -1.044 0.822 -1.831 0.821
H -1.22059 0.00962 1.81530 -0.157 0.788 -0.289 0.082
H -0.69930 1.64840 1.19210 0.486 -0.787 -0.126 0.070
C -1.06740 -1.26580 -0.59872 -1.595 -0.578 2.026 0.151
H 0.14197 1.13271 -1.89906 0.024 -0.495 0.706 0.082
H 2.53410 -0.78225 1.77442 -0.599 -0.077 -0.244 -0.044
C -0.56256 -0.15929 -0.17481 -1.265 1.539 -1.165 -0.529
H 0.62724 -0.55745 -1.85329 0.526 -1.804 -1.554 0.007
C 1.91512 -0.46860 0.92563 1.085 -0.691 1.621 -0.360
H -2.21293 1.04777 0.68387 0.660 -0.837 0.003 0.084
H -0.83358 -2.03012 -1.24685 0.354 -1.402 -1.368 0.024
C 0.37121 0.24337 -1.26662 1.743 3.326 2.094 -0.315
C -1.18336 0.68809 0.93791 -0.216 0.195 0.129 -0.075
```
Forces are in eV/Å.

Energy above the lowest of the compared OMol25 structures with the same formula, charge and spin ... 130.2 kcal/mol
HOMO-LUMO gap (alpha / beta) ... 7.00 / 8.46 eV
Lowest unoccupied orbital energy (alpha / beta) ... -0.922 / 0.174 eV